Computed, not measured: the ion CH4N with charge +1 in a non-equilibrium geometry, with wB97M-V/def2-TZVPD.

Each line ends with the Mulliken charge.
Cartesian coordinates (Å):
1 C 0.363 -0.483 -0.303  -0.25
2 N -0.345 0.573 0.382  -0.06
3 H 1.402 -0.372 -0.073  0.31
4 H 0.226 -0.602 -1.409  0.33
5 H -1.200 0.840 0.013  0.32
6 H -0.190 -0.980 0.612  0.35

The value obtained for the HOMO energy is -19.25 eV. The calculation puts the relative energy (zero: lowest compared OMol25 entry of this formula, charge and spin) at 108.3 kcal/mol. The calculation puts the energy at -2579.348 eV. As for the charge: +1.

***

Computed, not measured: a cluster of 2 separate species, CH5NO2P in total in a non-equilibrium geometry, with wB97M-V/def2-TZVPD.

Each line ends with the Mulliken charge.
Cartesian coordinates (Å):
1 C -1.092 -0.218 0.291  -0.77
2 N 1.299 -1.276 -1.284  -0.51
3 O 0.647 2.241 0.890  -0.90
4 O 1.388 -0.921 0.022  -0.11
5 P 0.511 -0.149 1.090  0.32
6 H -1.643 -1.163 0.626  0.29
7 H -0.901 -0.239 -0.863  0.13
8 H -1.712 0.586 0.804  0.27
9 H 0.252 -1.251 -1.666  0.06
10 H 1.251 2.391 0.089  0.22

The value obtained for the HOMO energy (spin up / spin down) is -2.39 / -2.39 eV. The calculation puts the relative energy (zero: lowest compared OMol25 entry of this formula, charge and spin) at 163.3 kcal/mol. The calculation puts the energy at -15988.376 eV. As for the charge: -1.

***

Computed, not measured: a cluster of 2 separate species, C22H30N4O7 in total in a non-equilibrium geometry, with wB97M-V/def2-TZVPD.

Each line ends with the Mulliken charge.
Cartesian coordinates (Å):
1 C -2.737 0.723 -5.368  -0.72
2 N -1.572 1.396 -4.797  -0.12
3 C -1.025 1.328 -3.574  -0.19
4 O -0.006 1.983 -3.383  -0.73
5 C -1.565 0.469 -2.401  1.02
6 C -0.493 -0.533 -1.941  -1.57
7 C -0.867 -1.463 -0.795  0.63
8 C -1.682 -1.022 0.269  -0.30
9 C -1.997 -1.888 1.332  -0.69
10 C -1.497 -3.207 1.334  0.83
11 O -1.797 -4.052 2.354  -0.57
12 C -0.682 -3.650 0.274  -0.91
13 C -0.365 -2.779 -0.784  -0.49
14 N -2.839 -0.241 -2.577  0.34
15 C -4.024 0.318 -2.346  0.72
16 C -5.224 -0.596 -2.421  -1.39
17 O -4.167 1.505 -2.085  -0.65
18 H -2.665 -0.356 -5.221  0.24
19 H -2.785 0.923 -6.440  0.36
20 H -3.650 1.106 -4.908  0.20
21 H -1.079 2.030 -5.408  0.31
22 H -1.702 1.177 -1.587  -0.42
23 H -0.209 -1.140 -2.802  0.52
24 H 0.389 0.027 -1.628  0.41
25 H -2.068 -0.014 0.280  0.47
26 H -2.619 -1.542 2.143  0.31
27 H -2.221 -3.598 3.082  0.29
28 H -0.290 -4.656 0.295  0.43
29 H 0.288 -3.122 -1.576  0.36
30 H -2.803 -1.235 -2.733  0.31
31 H -5.179 -1.308 -1.598  0.29
32 H -6.130 0.003 -2.337  0.39
33 H -5.224 -1.127 -3.371  0.34
34 N 5.551 -1.036 3.877  -0.69
35 C 5.468 -0.012 2.833  -0.67
36 C 4.090 0.588 2.898  -0.91
37 N 3.549 1.165 4.035  0.06
38 C 2.263 1.624 3.786  -1.24
39 C 1.963 1.333 2.475  0.66
40 C 0.704 1.675 1.710  0.82
41 C -0.241 2.597 2.496  -0.80
42 C -1.385 3.140 1.643  0.15
43 O -1.912 4.173 2.013  -0.63
44 O -1.778 2.462 0.542  -0.18
45 C 3.126 0.644 1.917  0.50
46 C 3.255 0.101 0.509  -0.81
47 C 3.185 -1.430 0.393  0.71
48 O 3.529 -2.130 1.334  -0.57
49 O 2.801 -1.922 -0.817  -0.53
50 H 4.780 -1.699 3.754  0.24
51 H 6.443 -1.526 3.833  0.23
52 H 6.223 0.764 2.997  0.40
53 H 5.652 -0.457 1.850  0.29
54 H 4.020 1.174 4.940  0.24
55 H 1.616 2.127 4.499  0.43
56 H 0.182 0.751 1.445  -0.14
57 H 0.990 2.177 0.780  0.48
58 H 0.323 3.450 2.883  0.46
59 H -0.664 2.049 3.342  0.34
60 H -2.507 2.982 0.161  0.25
61 H 2.472 0.536 -0.113  0.04
62 H 4.213 0.423 0.095  0.49
63 H 2.574 -1.180 -1.393  0.36

The value obtained for the HOMO energy is -8.12 eV. The calculation puts the relative energy (zero: lowest compared OMol25 entry of this formula, charge and spin) at 22.6 kcal/mol. Its SMILES is CNC(=O)[C@H](Cc1ccc(O)cc1)NC(C)=O.NCc1[nH]cc(CCC(=O)O)c1CC(=O)O. The calculation puts the energy at -43595.569 eV. As for the charge: 0.

***

Computed, not measured: a structure of composition C25H35ClN4O3PdSe, with wB97M-V/def2-TZVPD.

Each line ends with the Mulliken charge.
Cartesian coordinates (Å):
1 Pd -0.045 1.464 0.383  0.06
2 C 5.401 0.952 -2.831  -0.85
3 C 4.263 0.170 -3.489  -0.44
4 C 3.138 1.045 -4.055  -0.75
5 C 2.038 1.400 -3.061  -1.58
6 N 2.529 2.114 -1.887  1.87
7 C 2.677 1.603 -0.647  -0.74
8 Se 2.113 -0.077 -0.070  -0.09
9 N 3.234 2.563 0.133  1.52
10 C 3.589 2.445 1.541  -1.58
11 C 5.095 2.295 1.739  -0.66
12 C 5.630 0.916 1.354  0.16
13 C 5.231 -0.175 2.340  -1.35
14 C 3.403 3.720 -0.613  0.65
15 C 3.887 4.976 -0.276  -1.08
16 C 3.898 5.933 -1.277  -0.79
17 C 3.444 5.644 -2.568  -0.87
18 C 2.963 4.389 -2.902  -1.27
19 C 2.953 3.433 -1.897  0.39
20 H 6.205 0.282 -2.524  0.36
21 H 5.080 1.499 -1.945  0.00
22 H 5.823 1.679 -3.529  0.37
23 H 3.841 -0.547 -2.780  0.21
24 H 4.687 -0.418 -4.306  0.41
25 H 2.633 0.516 -4.867  0.40
26 H 3.567 1.949 -4.499  0.39
27 H 1.543 0.507 -2.690  0.42
28 H 1.265 2.015 -3.519  0.46
29 H 3.040 1.589 1.930  0.31
30 H 3.214 3.342 2.039  0.50
31 H 5.322 2.493 2.791  0.45
32 H 5.604 3.070 1.159  0.36
33 H 6.720 0.969 1.290  0.44
34 H 5.276 0.652 0.353  -0.19
35 H 5.590 0.058 3.345  0.35
36 H 5.652 -1.137 2.049  0.39
37 H 4.148 -0.300 2.377  0.23
38 H 4.238 5.201 0.722  0.49
39 H 4.268 6.925 -1.056  0.43
40 H 3.468 6.419 -3.322  0.44
41 H 2.606 4.167 -3.898  0.46
42 C 1.001 1.014 5.019  -0.81
43 N 0.770 2.351 4.501  -0.27
44 C 0.577 2.566 3.182  0.81
45 N 0.508 3.859 2.764  -0.38
46 O 0.537 1.600 2.401  -0.60
47 H 0.718 0.988 6.069  0.32
48 H 2.044 0.710 4.919  0.26
49 H 0.384 0.310 4.467  0.27
50 H 0.989 3.139 5.084  0.21
51 H 0.231 4.557 3.435  0.27
52 H 0.090 3.972 1.848  0.10
53 Cl -1.004 0.494 -4.456  -0.19
54 C -2.222 0.735 -3.164  -0.51
55 C -1.655 0.662 -1.749  0.76
56 O -0.602 1.382 -1.551  -0.55
57 O -2.272 0.020 -0.913  -0.66
58 H -2.975 -0.035 -3.284  0.39
59 H -2.658 1.719 -3.324  0.25
60 C -3.383 4.768 1.130  -0.45
61 C -2.398 4.976 0.176  -0.60
62 C -1.454 3.986 -0.083  -0.27
63 C -1.473 2.786 0.626  -0.10
64 C -2.484 2.574 1.562  -0.06
65 C -3.431 3.558 1.813  -0.61
66 H -4.123 5.534 1.326  0.38
67 H -2.366 5.908 -0.376  0.39
68 H -0.702 4.145 -0.850  0.49
69 H -2.535 1.632 2.097  0.47
70 H -4.215 3.378 2.539  0.39

The value obtained for the HOMO energy is -7.90 eV. The calculation puts the relative energy (zero: lowest compared OMol25 entry of this formula, charge and spin) at 6.3 kcal/mol. The calculation puts the energy at -119947.322 eV. As for the charge: 0.

***

Computed, not measured: a structure of composition C5H9O3Yb in a non-equilibrium geometry, with wB97M-V/def2-TZVPD.

Each line ends with the Löwdin spin population.
Cartesian coordinates (Å):
1 H 3.943 2.511 -2.322  0.00
2 O 0.952 1.804 -2.064  0.00
3 C 2.139 1.485 -2.071  0.00
4 H 2.482 0.679 -1.397  0.00
5 H 3.599 1.307 -3.554  0.00
6 C 3.136 2.106 -2.953  0.00
7 H 2.701 2.881 -3.591  0.00
8 C -2.751 0.077 0.437  0.26
9 O -1.510 -0.662 0.571  0.16
10 Yb -1.049 1.166 -0.919  0.07
11 O -3.635 -0.409 1.113  0.47
12 C -1.698 -1.880 1.507  0.02
13 C -1.252 -1.571 2.920  0.01
14 H -1.006 -2.575 1.016  0.00
15 H -2.643 -2.434 1.467  0.00
16 H -0.256 -1.108 2.924  0.00
17 H -1.208 -2.502 3.501  0.00
18 H -1.944 -0.877 3.414  0.00

The value obtained for the HOMO energy (spin up / spin down) is -18.30 / -18.16 eV. Its multiplicity is 2. As for the expectation value of S²: 0.76. The calculation puts the relative energy (zero: lowest compared OMol25 entry of this formula, charge and spin) at 10.1 kcal/mol. The calculation puts the energy at -42983.711 eV. As for the charge: +2.

***

Computed, not measured: the molecule C2H2F3N3 in a non-equilibrium geometry, with wB97M-V/def2-TZVPD.

Each line ends with the Mulliken charge.
Cartesian coordinates (Å):
1 N -1.363 -0.263 0.291  -0.60
2 C -0.262 0.530 -0.021  0.64
3 C 0.960 -0.332 -0.140  0.75
4 F 1.106 -1.045 0.995  -0.27
5 F 0.776 -1.223 -1.110  -0.25
6 F 2.088 0.348 -0.328  -0.26
7 N -0.079 1.812 0.591  -0.27
8 N -0.223 1.850 -0.620  -0.28
9 H -1.950 -0.707 -0.486  0.27
10 H -1.052 -0.970 0.828  0.27

The value obtained for the HOMO energy is -10.35 eV. The calculation puts the relative energy (zero: lowest compared OMol25 entry of this formula, charge and spin) at 30.6 kcal/mol. Its SMILES is NC1(C(F)(F)F)N=N1. The calculation puts the energy at -14727.180 eV. As for the charge: 0.

***

> Number 2 is which compound?

CH5NO2P